Here is C17H15N5O10RhS as an isolated structure at a distorted geometry from OMol25. Energies are from the ωB97M-V functional and the def2-TZVPD basis.

```
49
Properties=species:S:1:pos:R:3:forces:R:3
Rh -0.066 -0.370 0.413 -1.026 0.113 0.190
O 0.007 -1.274 2.243 0.382 -0.094 -0.328
C -0.539 -2.363 2.526 0.061 0.084 0.075
C -1.259 -3.205 1.652 -0.086 -0.116 -0.074
C -1.762 -4.411 2.199 0.061 0.071 0.036
C -2.484 -5.254 1.420 -0.077 -0.046 -0.058
C -2.756 -4.953 0.075 -0.010 -0.049 0.068
C -2.285 -3.794 -0.473 0.038 0.075 -0.027
C -1.523 -2.880 0.293 0.059 -0.227 0.018
O -1.136 -1.800 -0.328 -0.094 0.262 0.086
N -3.000 -6.509 1.997 0.042 -0.145 0.005
O -2.740 -6.732 3.162 -0.070 0.057 -0.179
O -3.635 -7.233 1.259 0.079 0.141 0.134
H -0.454 -2.678 3.570 -0.001 0.007 0.007
H -1.571 -4.666 3.233 -0.002 0.000 0.007
H -3.341 -5.651 -0.506 -0.002 0.001 -0.009
H -2.490 -3.542 -1.503 -0.003 -0.002 -0.004
O -0.637 2.772 -1.999 -0.034 0.026 -0.116
C -0.415 2.076 -1.037 -0.053 0.061 0.141
O -0.771 0.817 -0.985 0.115 -0.057 0.026
C 0.284 2.656 0.169 0.054 0.071 -0.018
C 0.297 4.045 0.285 -0.020 0.003 -0.025
C 0.915 4.631 1.367 -0.026 0.039 0.060
C 1.553 3.902 2.355 0.025 0.036 -0.011
C 1.544 2.533 2.211 0.051 -0.005 -0.088
C 0.915 1.905 1.146 -0.109 -0.125 0.152
N 2.241 1.694 3.210 -0.359 -0.071 0.288
O 2.715 2.253 4.168 0.093 -0.050 -0.157
O 2.231 0.492 3.011 0.169 0.144 -0.069
N 0.910 6.113 1.479 0.147 0.099 -0.047
O 1.446 6.587 2.457 -0.141 -0.071 -0.147
O 0.392 6.728 0.572 0.034 -0.093 0.169
H -0.181 4.651 -0.471 0.000 0.000 0.002
H 2.040 4.382 3.191 0.003 0.003 0.002
H 1.090 0.808 1.234 0.339 0.087 -0.109
C 2.177 2.279 -3.568 0.013 0.005 -0.044
N 2.168 1.311 -2.478 0.025 0.020 0.057
C 1.341 0.282 -2.401 -0.112 -0.169 -0.100
S 1.604 -0.832 -1.036 0.231 -0.052 0.125
N 0.444 0.081 -3.337 0.096 -0.023 -0.036
C -0.568 -0.971 -3.373 0.046 0.030 0.004
H 2.995 2.973 -3.405 0.006 -0.002 0.009
H 1.240 2.838 -3.586 -0.002 -0.016 0.008
H 2.338 1.775 -4.523 0.005 -0.002 0.008
H 2.846 1.390 -1.737 0.013 0.003 0.000
H 0.324 0.824 -4.014 0.023 -0.024 -0.008
H -0.384 -1.670 -2.565 -0.005 -0.018 -0.028
H -0.510 -1.483 -4.331 -0.005 0.002 -0.016
H -1.553 -0.528 -3.241 0.027 0.017 0.021
```
Forces are in eV/Å.

For the electronic energy, the calculation gives -2191.2259 Eh. The molecular weight comes out at 584.305 Da. As for the charge: +1. The value obtained for the HOMO energy is -12.475 eV. The calculation puts the relative energy (zero: lowest compared OMol25 entry of this formula, charge and spin) at 17.8 kcal per mole. The multiplicity is 1.

---

Here is C17H15N5O3PdS2 as an isolated structure from OMol25. Energies are from the ωB97M-V functional and the def2-TZVPD basis.

```
43
Properties=species:S:1:pos:R:3:forces:R:3
Pd 0.127 -0.102 0.450 0.020 0.192 0.902
O -1.261 -2.221 0.710 -0.027 -0.421 0.008
N -2.007 -1.976 1.736 -0.038 -0.166 0.364
C -3.264 -2.448 1.746 -0.602 -0.056 0.032
C -4.124 -2.263 2.804 -0.055 0.026 -0.004
C -3.675 -1.541 3.915 0.212 0.069 0.006
C -2.388 -1.055 3.909 -0.829 -0.059 0.070
C -1.518 -1.258 2.831 0.650 -0.073 -0.016
S 0.090 -0.742 2.891 0.082 0.054 -0.424
H -3.555 -2.991 0.856 0.200 0.068 0.032
H -5.124 -2.671 2.762 -0.025 -0.035 -0.077
H -4.328 -1.371 4.759 -0.057 0.020 0.118
H -1.992 -0.491 4.743 0.010 -0.001 -0.014
N 1.630 -2.595 0.858 -0.162 -0.312 -0.181
C 2.602 -1.732 0.570 0.839 -0.165 -0.007
N 2.482 -0.720 -0.222 -0.579 -0.171 -0.279
C 3.652 -0.072 -0.435 0.917 -0.138 0.235
C 3.847 1.018 -1.283 -0.252 -0.155 0.158
C 5.111 1.554 -1.424 0.123 0.036 -0.065
C 6.200 1.021 -0.743 0.243 0.027 0.033
C 6.033 -0.062 0.111 0.140 0.090 -0.030
C 4.773 -0.600 0.255 -0.200 -0.042 0.021
S 4.277 -1.977 1.210 -0.403 0.215 -0.253
H 0.682 -2.157 0.690 0.239 -0.358 0.244
H 1.719 -3.118 1.717 -0.125 0.205 -0.056
H 2.991 1.424 -1.798 -0.058 0.054 -0.050
H 5.258 2.401 -2.083 -0.001 0.048 -0.027
H 7.188 1.444 -0.883 0.002 0.037 0.034
H 6.874 -0.477 0.650 0.079 -0.020 0.009
C 2.281 5.309 -0.306 0.015 0.149 0.115
N 1.500 4.162 -0.671 -0.085 -0.330 0.303
C 1.548 3.628 -1.914 -0.127 -0.072 -0.195
C 0.839 2.530 -2.232 0.142 -0.025 -0.144
C 0.035 1.865 -1.197 -0.141 0.734 -0.116
O -0.704 0.913 -1.501 0.052 0.096 -0.307
N 0.055 2.406 0.054 -0.600 -0.243 -0.241
C 0.670 3.527 0.361 0.294 0.513 -0.784
O 0.593 4.147 1.417 0.054 0.182 0.681
H 2.014 6.189 -0.908 0.036 -0.033 0.024
H 3.358 5.121 -0.411 -0.060 0.012 0.004
H 2.034 5.500 0.743 0.156 0.070 -0.215
H 2.182 4.139 -2.642 -0.079 -0.039 0.151
H 0.873 2.100 -3.222 0.000 0.019 -0.059
```
Forces are in eV/Å.

For the electronic energy, the calculation gives -2080.5493 Eh. The molecular weight comes out at 507.893 Da. As for the charge: -2. The value obtained for the HOMO energy is 1.308 eV. The calculation puts the relative energy (zero: lowest compared OMol25 entry of this formula, charge and spin) at 31.5 kcal per mole. The multiplicity is 1.

---

Here is one molecule with the formula C17H15NO6 at a distorted geometry from OMol25. Energies are from the ωB97M-V functional and the def2-TZVPD basis.

```
39
Properties=species:S:1:pos:R:3:forces:R:3
C 0.083 0.733 3.192 0.003 0.060 0.191
H -0.908 0.659 3.637 0.095 0.030 0.029
O -0.071 0.282 1.867 0.143 -0.108 -0.424
C 1.022 0.259 1.042 -0.190 -0.032 0.016
C 2.282 0.655 1.450 0.127 -0.018 -0.146
C 3.391 0.618 0.593 -0.791 -0.252 -0.254
C 3.200 0.162 -0.714 0.170 0.180 0.448
C 1.952 -0.232 -1.133 -0.457 -0.030 0.195
C 0.841 -0.195 -0.286 0.551 0.095 -0.009
O -0.301 -0.617 -0.863 -0.008 -0.057 -0.111
C -1.549 -0.603 -0.192 -0.519 -0.027 0.371
C -2.608 -1.100 -1.142 0.222 0.044 -0.072
C -3.901 -0.606 -1.057 -0.013 -0.101 -0.085
C -4.888 -1.083 -1.914 0.290 -0.115 0.017
C -4.577 -2.052 -2.866 -0.184 0.166 0.115
C -3.287 -2.539 -2.951 0.026 -0.027 0.015
C -2.308 -2.070 -2.091 -0.043 0.063 0.058
H -1.300 -2.448 -2.156 0.094 -0.037 -0.032
H -3.041 -3.289 -3.688 0.011 -0.061 -0.064
H -5.358 -2.402 -3.523 -0.058 -0.023 -0.054
C -6.278 -0.579 -1.848 -0.552 -0.071 -0.273
O -7.176 -0.951 -2.561 0.084 -0.019 0.006
O -6.465 0.354 -0.901 0.150 0.320 0.399
H -7.390 0.644 -0.909 0.109 -0.222 -0.202
H -4.151 0.148 -0.327 -0.001 0.097 0.061
H -1.513 -1.259 0.688 0.042 0.173 -0.149
H -1.794 0.410 0.146 0.030 -0.172 -0.039
H 1.788 -0.582 -2.140 -0.032 -0.039 -0.113
H 4.035 0.121 -1.396 0.111 0.000 -0.075
C 4.703 1.029 1.008 0.903 0.382 0.576
C 5.077 1.502 2.208 -1.367 -0.507 -0.662
N 6.421 1.868 2.459 0.798 0.166 -0.003
O 6.673 2.290 3.574 -0.008 0.052 0.166
O 7.242 1.747 1.568 0.220 0.017 -0.089
H 4.436 1.648 3.063 0.065 0.021 0.021
H 5.485 0.950 0.260 0.037 0.021 0.041
H 2.425 1.002 2.458 -0.062 0.034 0.152
H 0.418 1.774 3.226 0.011 -0.037 0.002
H 0.778 0.102 3.754 -0.005 0.033 -0.021
```
Forces are in eV/Å.

For the electronic energy, the calculation gives -1162.8990 Eh. The molecular weight comes out at 329.308 Da. The value obtained for the HOMO energy is -8.513 eV. The multiplicity is 1. Its SMILES is COc1cc(/C=C/[N+](=O)[O-])ccc1OCc1cccc(C(=O)O)c1.

---

Here is C17H16B2Br2CdF4N5O5 as an isolated structure from OMol25. Energies are from the ωB97M-V functional and the def2-TZVPD basis.

```
52
Properties=species:S:1:pos:R:3:forces:R:3
Cd -1.065 -1.209 -0.068 -0.351 0.505 0.272
C 0.673 -5.077 1.074 0.055 0.029 0.000
C -0.084 -3.796 1.101 0.083 -0.155 0.200
N -0.773 -3.353 0.128 -0.034 -0.145 -0.310
O -0.753 -4.036 -1.041 -0.039 -0.233 0.031
B -0.015 -3.261 -2.109 0.494 0.363 0.069
F 1.054 -2.588 -1.444 -0.281 -0.096 -0.118
F 0.396 -4.123 -3.062 -0.266 0.008 0.033
O -0.874 -2.182 -2.766 0.068 0.011 0.052
N -0.800 -0.968 -2.158 0.300 -0.187 -0.229
C -0.435 0.055 -2.896 0.170 0.083 0.082
C -0.165 -0.109 -4.358 0.046 -0.005 -0.045
C -0.134 1.287 -2.265 -0.233 -0.009 -0.176
N -0.579 1.636 -0.954 -0.075 -0.605 0.563
O -0.122 2.167 1.235 -0.045 0.070 -0.226
B -1.269 0.164 3.173 -0.154 0.215 -0.107
F -1.235 1.090 4.096 0.052 -0.199 -0.052
F -2.225 0.171 2.242 0.189 0.025 0.042
O -0.320 -0.828 3.173 0.089 0.183 0.195
N -0.364 -1.669 2.075 -0.071 -0.072 -0.211
C -0.021 -2.881 2.296 0.036 -0.041 -0.044
C 0.486 -3.393 3.596 -0.081 -0.004 0.049
C 0.816 2.243 -2.909 -0.265 0.093 -0.092
H 0.354 -5.666 0.220 -0.012 -0.011 0.001
H 0.531 -5.643 1.993 0.004 0.021 -0.001
H 1.740 -4.867 0.960 -0.016 0.002 0.028
H -0.558 -1.059 -4.704 -0.018 0.005 -0.015
H 0.910 -0.097 -4.551 -0.023 0.000 0.020
H -0.621 0.705 -4.921 0.036 -0.002 0.018
H 0.415 -2.639 4.371 0.013 -0.024 0.028
H 1.532 -3.685 3.478 -0.016 -0.011 -0.034
H -0.065 -4.285 3.895 -0.012 0.005 -0.031
H 0.353 2.704 -3.788 0.036 0.027 0.032
H 1.718 1.734 -3.250 0.022 0.003 0.039
H 1.098 3.037 -2.219 -0.009 -0.005 -0.010
Br -4.439 2.826 -0.128 0.132 -0.011 0.073
C -2.549 2.837 -0.063 -0.507 0.044 -0.165
C -1.979 4.064 0.280 0.012 -0.105 -0.004
C -0.717 4.402 0.743 0.085 0.099 0.062
Br -0.341 6.239 0.901 -0.021 -0.035 -0.034
C 0.297 3.509 1.162 -0.029 -0.086 0.144
C 1.606 3.748 1.496 -0.125 0.099 0.039
C 2.581 2.731 1.528 0.118 -0.273 0.023
C 2.511 1.551 0.824 0.037 0.214 0.020
N 1.541 1.202 -0.068 -0.159 0.015 -0.164
C 0.357 1.672 0.047 0.237 -0.170 0.024
C -1.985 1.592 -0.506 0.538 0.432 -0.394
O -2.603 0.548 -0.630 0.013 -0.100 0.340
H -2.671 4.895 0.219 -0.001 0.015 0.014
H 1.900 4.763 1.724 0.012 0.011 -0.128
H 3.524 2.954 2.010 -0.023 -0.028 0.010
H 3.367 0.887 0.815 -0.010 0.036 0.088
```
Forces are in eV/Å.

For the electronic energy, the calculation gives -7072.2188 Eh. The molecular weight comes out at 740.181 Da. As for the charge: +1. The value obtained for the HOMO energy (spin up / spin down) is -11.187 / -10.870 eV. The multiplicity is 1.

---

Here is C17H16BF4MnNO3 as an isolated structure from OMol25. Energies are from the ωB97M-V functional and the def2-TZVPD basis.

```
43
Properties=species:S:1:pos:R:3:forces:R:3
Mn 0.009 0.150 0.485 -0.404 -0.078 0.167
O 1.079 1.524 -0.400 0.118 0.242 0.115
C 1.749 1.150 -1.658 -0.107 -0.236 -0.218
C 1.147 -0.248 -1.984 0.214 -0.040 -0.019
O 1.359 -0.818 -3.007 -0.013 0.167 0.035
O 0.435 -0.794 -0.982 0.018 0.188 -0.091
C 1.409 2.214 -2.675 0.048 -0.075 0.052
C 2.101 3.422 -2.611 0.025 -0.022 0.008
C 1.757 4.466 -3.452 -0.005 0.048 -0.029
C 0.734 4.302 -4.375 -0.022 -0.002 -0.017
C 0.052 3.096 -4.449 -0.009 0.018 -0.014
C 0.382 2.053 -3.597 -0.036 0.011 -0.004
C 3.235 0.974 -1.413 -0.017 -0.085 -0.049
C 4.054 0.773 -2.523 0.003 0.036 0.101
C 5.408 0.554 -2.347 0.039 0.003 0.073
C 5.954 0.539 -1.068 -0.034 0.004 -0.011
C 5.138 0.736 0.034 0.103 -0.031 -0.036
C 3.777 0.945 -0.133 -0.043 0.002 -0.068
H 1.213 2.456 -0.177 0.029 -0.013 -0.010
H 2.929 3.539 -1.921 0.000 -0.010 0.014
H 2.298 5.401 -3.399 0.013 0.012 -0.004
H 0.477 5.111 -5.045 -0.009 0.010 -0.008
H -0.735 2.962 -5.178 -0.010 0.004 -0.016
H -0.147 1.113 -3.679 0.011 -0.013 0.009
H 3.631 0.782 -3.518 -0.044 -0.001 -0.019
H 6.039 0.397 -3.210 0.019 -0.004 -0.008
H 7.014 0.371 -0.937 0.014 0.002 0.014
H 5.557 0.723 1.031 0.020 0.007 0.009
H 3.160 1.090 0.745 -0.022 0.014 -0.011
C -5.256 -0.066 -0.963 -0.087 -0.022 -0.027
C -4.526 0.774 0.089 -0.025 0.067 0.039
C -3.101 0.504 0.084 0.211 -0.138 -0.091
N -1.983 0.258 0.051 -0.062 0.054 0.255
H -6.315 0.182 -0.937 0.000 -0.002 0.002
H -5.145 -1.128 -0.759 0.004 -0.006 -0.003
H -4.878 0.142 -1.962 0.003 0.005 -0.005
H -4.879 0.565 1.101 -0.037 0.013 -0.034
H -4.642 1.846 -0.086 -0.043 -0.025 0.001
F 0.439 -1.563 3.769 -0.031 -0.120 0.094
B 1.332 -0.980 3.032 -0.128 0.340 0.048
F -0.210 0.917 2.079 0.091 -0.037 -0.146
F 2.315 -0.259 3.481 0.079 -0.040 0.026
F 1.242 -1.146 1.680 0.125 -0.247 -0.126
```
Forces are in eV/Å.

For the electronic energy, the calculation gives -2513.2196 Eh. The molecular weight comes out at 424.061 Da. As for the charge: +1. The value obtained for the HOMO energy (spin up / spin down) is -12.030 / -12.037 eV. The multiplicity is 5.

---

Here is C17H16BF6IN9OPPrS as an isolated structure at a distorted geometry from OMol25. Energies are from the ωB97M-V functional and the def2-TZVPD basis.

```
54
Properties=species:S:1:pos:R:3:forces:R:3
Pr 1.262 -0.370 -1.387 -0.279 -1.172 2.131
C 0.240 -0.956 3.320 0.087 -0.001 -0.066
C 0.879 -1.337 2.128 0.041 -0.146 0.160
N 0.599 -0.495 1.148 -0.298 0.413 0.009
N -0.213 0.454 1.679 0.187 -0.186 -0.167
C -0.438 0.195 2.985 -0.066 0.099 -0.229
B -0.810 1.595 0.826 -0.132 0.204 0.025
N -1.727 1.018 -0.310 0.493 0.055 0.025
C -3.052 1.001 -0.518 -0.070 0.095 0.180
C -3.302 0.414 -1.745 -0.017 0.052 0.088
C -2.038 0.091 -2.236 0.037 -0.016 -0.026
N -1.094 0.451 -1.373 -0.273 0.232 0.201
N 0.338 2.416 0.136 0.203 -0.368 -0.097
C 0.325 3.698 -0.267 -0.214 -0.038 0.083
C 1.530 3.995 -0.868 -0.014 0.007 0.008
C 2.239 2.794 -0.812 0.087 0.050 -0.072
N 1.525 1.842 -0.221 -0.365 0.311 0.177
N -1.540 2.535 1.787 -0.273 -0.325 -0.128
C -0.981 3.534 2.510 -0.008 0.007 -0.019
C -1.899 3.956 3.435 -0.045 -0.083 0.063
C -3.007 3.110 3.227 -0.107 -0.083 0.003
N -2.791 2.240 2.252 0.404 0.463 -0.099
H 0.279 -1.431 4.286 0.027 0.009 -0.088
H 1.554 -2.157 1.932 -0.046 -0.007 0.127
H -1.076 0.847 3.562 0.065 -0.109 0.030
H -3.705 1.410 0.236 -0.028 -0.026 -0.075
H -4.261 0.258 -2.208 0.055 -0.005 0.001
H -1.752 -0.376 -3.166 -0.068 -0.031 0.002
H -0.548 4.307 -0.088 0.102 0.035 -0.038
H 1.841 4.938 -1.285 -0.003 -0.057 0.019
H 3.226 2.556 -1.181 -0.011 0.073 -0.023
H 0.032 3.852 2.321 -0.083 0.042 0.044
H -1.778 4.749 4.154 -0.054 -0.056 -0.013
H -3.955 3.098 3.748 0.099 0.009 -0.042
O -0.017 -2.314 -1.025 -0.050 -0.273 0.036
N 0.338 -3.441 -0.432 0.006 0.625 -0.259
C -0.496 -3.914 0.516 0.185 -0.054 -0.254
C -0.217 -5.090 1.163 -0.207 0.142 0.054
C 0.949 -5.769 0.836 0.109 -0.130 0.023
C 1.799 -5.244 -0.111 0.273 -0.051 -0.122
C 1.519 -4.044 -0.772 -0.282 -0.071 0.249
S 2.560 -3.290 -1.921 -0.152 -0.026 0.037
H -1.355 -3.281 0.677 -0.049 -0.053 0.062
H -0.911 -5.444 1.913 0.077 -0.052 -0.012
H 1.200 -6.699 1.332 -0.002 0.034 -0.025
H 2.729 -5.733 -0.368 -0.048 -0.015 0.032
F 2.858 -0.094 -3.121 0.409 0.039 -0.484
P 1.743 0.242 -4.341 0.033 0.012 -0.491
F 2.647 1.414 -4.855 0.081 0.121 -0.044
F 1.054 1.232 -3.212 -0.100 0.536 -0.163
F 0.565 0.534 -5.332 -0.091 0.070 -0.256
F 0.805 -0.961 -3.616 -0.089 -0.165 -0.646
F 2.419 -0.840 -5.244 0.085 -0.159 -0.188
I 3.910 -1.496 -0.094 0.381 0.022 0.257
```
Forces are in eV/Å.

For the electronic energy, the calculation gives -3404.2171 Eh. The molecular weight comes out at 818.030 Da. The value obtained for the HOMO energy (spin up / spin down) is -7.878 / -9.161 eV. The calculation puts the relative energy (zero: lowest compared OMol25 entry of this formula, charge and spin) at 5.2 kcal per mole. The multiplicity is 4.